Entry 1:
{
  "formula": "C32H38N5O2SiW",
  "method": "ωB97M-V/def2-TZVPD",
  "e_lumo_ha": -0.4030,
  "fmax_ev_per_a": 0.39,
  "orbital_gap_ev": 6.573,
  "energy_ev": -55024.449,
  "total_charge": 3,
  "species": ["W", "C", "N", "C", "C", "C", "N", "C", "C", "C", "C", "C", "C", "C", "O", "C", "C", "C", "N", "C", "C", "C", "C", "C", "C", "C", "O", "H", "H", "H", "H", "H", "H", "H", "H", "H", "H", "H", "H", "H", "H", "H", "H", "H", "H", "H", "H", "H", "H", "H", "H", "H", "C", "Si", "C", "C", "C", "C", "H", "H", "H", "H", "H", "H", "H", "H", "H", "N", "C", "C", "C", "C", "C", "N", "C", "H", "H", "H", "H"],
  "coordinates": [[-0.643, -0.037, -0.462], [-0.933, 3.056, -0.128], [0.181, 2.134, -0.571], [1.290, 2.428, 0.430], [2.612, 1.702, 0.247], [2.555, -0.936, -0.067], [0.191, -0.752, 1.235], [-0.182, -0.848, 2.469], [-1.499, -0.518, 2.895], [-1.927, -0.807, 4.202], [-3.173, -0.397, 4.622], [-3.998, 0.325, 3.755], [-3.593, 0.642, 2.466], [-2.350, 0.209, 2.045], [-1.942, 0.522, 0.778], [0.628, 2.689, -1.916], [1.369, 1.789, -2.883], [0.563, 0.626, -3.408], [0.341, -0.433, -2.391], [0.726, -1.615, -2.769], [0.501, -2.867, -2.110], [1.129, -4.036, -2.562], [0.818, -5.249, -1.979], [-0.147, -5.316, -0.972], [-0.811, -4.179, -0.527], [-0.456, -2.975, -1.100], [-1.062, -1.814, -0.713], [-0.604, 4.086, -0.270], [-1.151, 2.886, 0.922], [-1.831, 2.884, -0.714], [0.890, 2.206, 1.423], [1.434, 3.509, 0.381], [3.346, 2.271, 0.822], [2.978, 1.736, -0.774], [2.901, -1.867, 0.367], [2.755, -0.822, -1.126], [0.560, -1.179, 3.191], [-1.274, -1.355, 4.869], [-3.510, -0.622, 5.624], [-4.970, 0.654, 4.096], [-4.223, 1.215, 1.800], [1.230, 3.572, -1.689], [-0.262, 3.073, -2.411], [2.315, 1.422, -2.494], [1.629, 2.421, -3.735], [1.076, 0.179, -4.259], [-0.413, 0.946, -3.777], [1.251, -1.682, -3.721], [1.853, -3.981, -3.365], [1.306, -6.153, -2.316], [-0.395, -6.274, -0.534], [-1.579, -4.227, 0.232], [5.090, 0.459, 2.249], [3.298, 0.117, 2.563], [2.505, 1.382, 3.673], [3.054, -1.627, 3.208], [2.507, 0.292, 0.809], [1.238, -0.397, 0.420], [5.640, 0.421, 3.192], [5.274, 1.441, 1.812], [5.522, -0.298, 1.592], [2.944, 1.316, 4.671], [1.428, 1.235, 3.793], [2.674, 2.404, 3.328], [4.032, -2.050, 3.444], [2.581, -2.324, 2.513], [2.487, -1.639, 4.142], [-3.754, 3.559, -5.190], [-3.792, 2.700, -4.431], [-3.760, 1.627, -3.475], [-4.839, 0.782, -3.249], [-4.694, -0.214, -2.296], [-3.498, -0.339, -1.619], [-2.439, 0.470, -1.843], [-2.590, 1.438, -2.755], [-5.762, 0.907, -3.800], [-5.501, -0.898, -2.075], [-3.382, -1.110, -0.872], [-1.763, 2.103, -2.933]]
}



Entry 2:
{
  "formula": "C4H10NO",
  "method": "ωB97M-V/def2-TZVPD",
  "de_lowest_kj_mol": 97.9,
  "e_lumo_ha": 0.1457,
  "fmax_ev_per_a": 3.57,
  "orbital_gap_ev": 6.381,
  "energy_ev": -7846.522,
  "smiles": "CCCNC[O-]",
  "total_charge": -1,
  "species": ["C", "C", "C", "N", "C", "O", "H", "H", "H", "H", "H", "H", "H", "H", "H", "H"],
  "coordinates": [[-2.207, 0.238, -0.613], [-1.140, -0.796, -0.241], [0.265, -0.175, -0.424], [0.762, 0.470, 0.775], [2.292, 0.216, 0.952], [3.101, 1.024, 0.264], [-2.458, 0.432, -1.670], [-3.111, 0.044, 0.012], [-1.908, 1.249, -0.179], [-1.405, -1.171, 0.713], [-1.208, -1.792, -0.905], [0.338, 0.383, -1.399], [1.042, -1.022, -0.643], [0.766, 1.481, 0.690], [2.457, 0.328, 2.051], [2.415, -0.910, 0.616]]
}



Entry 3:
{
  "formula": "C7H10O3",
  "method": "ωB97M-V/def2-TZVPD",
  "de_lowest_kj_mol": 33.7,
  "e_lumo_ha": 0.0146,
  "fmax_ev_per_a": 3.63,
  "orbital_gap_ev": 10.182,
  "energy_ev": -13562.967,
  "smiles": "C[C@@H]1C(=O)OC(C)(C)C1=O",
  "species": ["C", "C", "C", "O", "O", "C", "C", "C", "C", "O", "H", "H", "H", "H", "H", "H", "H", "H", "H", "H"],
  "coordinates": [[0.947, -0.488, 2.648], [0.621, 0.491, 1.572], [-0.861, 0.784, 1.507], [-1.437, 1.013, 2.538], [-1.318, 0.898, 0.292], [-0.463, 0.411, -0.715], [-1.128, -0.741, -1.486], [-0.081, 1.553, -1.673], [0.857, -0.018, 0.132], [1.738, -0.726, -0.384], [1.999, -0.654, 2.768], [0.392, -1.295, 2.386], [0.459, -0.227, 3.554], [1.259, 1.378, 1.686], [-2.147, -0.405, -1.747], [-1.115, -1.525, -0.787], [-0.633, -1.060, -2.402], [-0.840, 1.712, -2.451], [0.880, 1.048, -2.199], [0.177, 2.504, -1.248]]
}



| no. | HOMO (eV) |
| --- | --- |
| 1 | -17.54 |
| 2 | -2.42 |
| 3 | -9.79 |